[1]
Entry from the Open Molecules 2025 dataset: 9 unconnected molecules or ions with the total composition C18H45BCl4F4N2O10 (ωB97M-V/def2-TZVPD).

Each line ends with the Löwdin charge.
Cartesian coordinates (Å):
C 2.845789 0.604838 -6.850550  -0.072
C 1.582699 0.757241 -6.031412  -0.154
N 1.887234 0.661341 -4.597736  -0.045
C 2.420369 1.653353 -3.799198  -0.006
C 2.471099 1.171158 -2.531930  0.001
N 2.005852 -0.128183 -2.576974  -0.039
C 1.689682 -0.400506 -3.832055  -0.018
C 1.818714 -1.017390 -1.444070  0.017
H 3.648231 1.293211 -6.576112  0.080
H 2.670569 0.859230 -7.898659  0.084
H 3.251251 -0.405582 -6.811021  0.082
H 0.861704 -0.002847 -6.318935  0.131
H 1.141028 1.743031 -6.165330  0.131
H 2.701885 2.609674 -4.202235  0.140
H 2.726202 1.636352 -1.593669  0.140
H 1.259133 -1.328727 -4.169062  0.166
H 2.185157 -0.496221 -0.564859  0.103
H 2.405558 -1.920793 -1.621397  0.112
H 0.785520 -1.323228 -1.299764  0.078
B -0.535428 -0.185874 0.763289  -1.272
F -1.423083 -1.260815 0.960987  0.117
F -0.510989 0.155384 -0.612164  0.081
F -0.951390 0.988389 1.421359  0.124
F 0.745180 -0.550397 1.195829  0.122
C 2.018904 3.457302 2.878748  -0.211
C 1.800623 1.963282 3.002480  -0.248
O 2.537594 1.339068 1.964481  -0.069
O 1.316474 3.959784 1.737949  -0.106
H 3.087156 3.644138 2.713653  0.120
H 1.675049 3.960521 3.781725  0.117
H 0.732232 1.760730 2.889661  0.081
H 2.151217 1.594861 3.973942  0.123
H 2.039450 0.607602 1.587530  0.037
H 1.474144 3.315960 1.025758  0.037
C -0.675262 -1.250674 4.465800  -0.261
C -2.172939 -1.163930 4.212014  -0.249
O -2.622898 -2.165354 3.308189  -0.074
O -0.266829 -2.546688 4.821881  -0.055
H -0.372942 -0.553617 5.246786  0.105
H -0.142264 -0.951248 3.557313  0.102
H -2.466728 -0.198410 3.800461  0.070
H -2.692195 -1.298126 5.161641  0.122
H -2.379006 -1.879070 2.412770  0.047
H -0.351711 -3.150946 4.076121  0.042
C -2.726546 -3.196395 -1.613111  -0.230
C -2.093309 -1.924920 -2.044627  -0.254
O -1.111416 -2.147036 -3.047981  -0.067
O -1.717182 -4.124759 -1.137611  -0.073
H -3.218817 -3.743683 -2.428829  0.122
H -3.524816 -3.032008 -0.883678  0.092
H -1.620552 -1.512431 -1.142120  0.082
H -2.814479 -1.180228 -2.370049  0.121
H -0.461472 -2.799220 -2.773309  0.073
H -2.163632 -4.628363 -0.450027  0.082
C 0.316657 -4.181490 1.666047  -0.200
C 1.634488 -3.720219 1.097651  -0.237
O 2.577882 -4.769619 0.938669  -0.050
O 0.472093 -4.695384 3.001114  -0.069
H -0.136017 -4.976130 1.062911  0.116
H -0.409886 -3.376426 1.785442  0.104
H 2.089007 -2.937848 1.714923  0.129
H 1.445084 -3.216889 0.147129  0.097
H 3.006353 -4.934499 1.781732  0.081
H 1.246258 -5.258299 3.066935  0.080
C 0.307785 3.211187 -1.516448  -0.205
C -0.857881 4.036247 -1.009164  -0.232
O -0.376744 5.121995 -0.225721  -0.053
O 0.891349 2.543979 -0.385209  -0.121
H 1.085693 3.813615 -1.980782  0.123
H -0.050439 2.406325 -2.172122  0.115
H -1.519042 3.375699 -0.432511  0.109
H -1.505685 4.414261 -1.805602  0.122
H -0.030608 4.705819 0.580486  0.046
H 0.278914 1.800750 -0.212056  0.064
C -2.256900 3.308793 3.550390  -1.004
Cl -3.688489 4.081205 4.306209  0.487
Cl -1.520844 2.208574 4.681160  0.597
H -2.609592 2.778111 2.672066  -0.004
H -1.550921 4.081103 3.266542  0.027
C -3.798572 0.538657 0.171021  -1.000
Cl -5.048635 -0.682378 -0.165273  0.550
Cl -4.551051 2.154587 0.244834  0.523
H -3.372410 0.331873 1.145047  0.006
H -2.987634 0.567595 -0.547309  0.014

Atomic forces in eV per Å
C 0.53 0.28 -0.70
C 0.65 0.39 0.02
N 0.09 -0.25 0.29
C -0.07 0.13 0.00
C 0.06 -0.18 -0.04
N -0.13 0.61 -0.42
C -0.68 -0.54 -0.15
C 0.64 -0.78 0.14
H -0.16 -0.01 0.42
H -0.29 -0.25 0.03
H -0.09 -0.03 0.06
H -0.15 -0.01 0.31
H -0.12 -0.07 -0.14
H -0.06 0.04 0.06
H 0.06 0.01 -0.06
H -0.06 0.02 0.02
H -0.09 -0.18 -0.02
H 0.18 0.12 0.13
H 0.11 0.39 -0.25
B -0.49 0.45 0.54
F 0.23 0.39 -0.06
F 0.03 0.16 -0.13
F -0.06 -0.49 0.09
F -0.09 -0.24 -0.10
C -0.02 -0.19 -0.46
C 0.00 0.09 0.09
O 0.46 0.05 -0.41
O 0.18 0.07 0.76
H -0.01 0.02 0.36
H -0.05 0.17 -0.10
H 0.08 -0.06 0.17
H -0.09 0.06 0.01
H -0.19 0.04 0.33
H -0.13 0.14 -0.05
C 0.02 -0.01 -0.87
C -0.16 -0.03 -0.03
O 0.09 -0.23 -0.22
O 0.12 0.01 0.68
H -0.06 -0.09 0.18
H 0.03 0.19 -0.11
H 0.23 0.26 0.23
H -0.16 -0.18 -0.08
H -0.05 -0.12 0.43
H -0.05 -0.01 0.03
C -0.84 -1.62 -0.54
C 0.87 -0.08 1.29
O 0.17 0.61 -0.92
O -0.39 0.74 0.30
H 0.00 0.47 -0.28
H 0.38 0.22 0.25
H -0.19 -0.15 -0.54
H -0.06 -0.17 -0.46
H -0.38 -0.27 0.47
H 0.34 -0.14 0.04
C -0.05 -0.71 0.88
C 0.05 0.83 0.21
O -0.21 -0.21 -0.39
O -0.15 0.29 -0.04
H 0.17 0.18 -0.27
H 0.19 0.13 -0.34
H -0.29 -0.02 0.25
H 0.11 -0.47 -0.26
H 0.08 0.11 0.01
H -0.02 -0.14 -0.15
C -0.59 -0.66 0.54
C -0.05 0.41 -0.02
O -0.51 -0.61 -0.20
O -0.11 -0.59 -0.73
H -0.09 0.09 -0.08
H 0.03 0.36 -0.40
H 0.12 -0.04 0.16
H 0.36 0.22 -0.13
H 0.24 0.39 0.15
H 0.47 0.46 0.19
C -0.63 0.45 -0.18
Cl 0.22 0.02 -0.26
Cl 0.41 -0.23 0.25
H 0.07 -0.11 0.07
H 0.02 0.01 0.10
C -0.28 0.32 0.56
Cl 0.46 0.10 -0.16
Cl 0.26 -0.08 -0.04
H -0.16 -0.05 0.04
H -0.30 -0.22 -0.34

## Properties
Frontier orbital gap, eV: 8.602
HOMO, eV: -9.0
Energy above the lowest of the compared OMol25 structures with the same formula, charge and spin, eV: 0.000
Total energy, eV: -104491.640


[2]
Entry from the Open Molecules 2025 dataset: 4 unconnected molecules or ions with the total composition C18H45BFN3O7 (ωB97M-V/def2-TZVPD).

Each line ends with the Löwdin charge.
Cartesian coordinates (Å):
C 4.255724 2.897596 1.587447  -0.100
C 3.886417 1.754072 2.548570  -0.107
B 2.654179 0.977667 1.979013  -0.615
O 2.532505 0.709943 0.628565  0.152
O 1.638863 0.572523 2.839935  0.218
C 0.674108 -0.241379 2.328008  -0.489
O 0.869234 -1.420762 2.075821  0.165
O -0.558633 0.307284 2.245375  0.116
C -0.690742 1.484822 1.468927  -0.345
F -2.004056 1.507252 1.127095  0.049
C -0.364297 2.726684 2.274441  -0.134
C -1.064125 3.987391 1.759331  -0.063
H 5.130080 3.403161 1.964070  0.070
H 3.446853 3.613906 1.542515  0.069
H 4.445091 2.524621 0.595934  0.069
H 4.738498 1.094074 2.636814  0.112
H 3.642242 2.172546 3.512678  0.102
H 2.003937 1.417803 0.247267  0.093
H -0.134973 1.430900 0.537208  0.145
H -0.635861 2.515659 3.294836  0.127
H 0.701539 2.897815 2.225602  0.100
H -0.328743 4.733102 1.499555  0.067
H -1.679090 4.426641 2.524272  0.072
H -1.660292 3.807131 0.880991  0.070
C 5.908446 -2.522242 -0.743783  -0.110
O 5.119087 -2.389053 0.420627  -0.182
C 3.732572 -2.196346 0.194244  -0.206
C 2.936079 -3.482133 -0.054756  -0.426
C 3.121606 -4.060124 -1.454679  -0.069
N 3.233610 -4.523461 0.932408  0.045
H 5.528957 -1.898514 -1.558818  0.090
H 5.963542 -3.562316 -1.075608  0.075
H 6.918336 -2.195006 -0.496694  0.085
H 3.349482 -1.742054 1.107993  0.103
H 3.575792 -1.469550 -0.611711  0.116
H 1.881045 -3.217219 0.053085  0.131
H 4.082043 -4.563021 -1.565875  0.063
H 2.347582 -4.798787 -1.660490  0.074
H 3.054076 -3.279711 -2.216114  0.072
H 3.003588 -4.176631 1.859103  0.073
H 4.241451 -4.648755 0.954077  0.067
C -6.987260 -2.126221 -0.016402  -0.109
O -7.583240 -1.559484 1.134564  -0.190
C -6.770823 -1.544553 2.291496  -0.213
C -5.786010 -0.369784 2.370498  -0.430
C -4.566299 -0.524172 1.468202  -0.063
N -6.432951 0.914591 2.083926  0.038
H -6.322949 -2.955399 0.242836  0.090
H -6.432238 -1.379529 -0.589510  0.074
H -7.789767 -2.507124 -0.647462  0.086
H -7.466814 -1.461269 3.130490  0.120
H -6.249108 -2.504420 2.401235  0.119
H -5.424780 -0.334902 3.402547  0.135
H -4.804037 -0.331353 0.421835  0.067
H -3.795124 0.181229 1.755753  0.052
H -4.145390 -1.529059 1.543996  0.084
H -7.179821 1.070922 2.754487  0.069
H -6.912453 0.824997 1.193043  0.067
C 1.337897 -0.075857 -4.904488  -0.101
O 1.490781 1.326016 -4.769091  -0.188
C 0.292084 2.057470 -4.617124  -0.210
C -0.250770 2.100099 -3.184143  -0.425
C -0.931127 0.807498 -2.744500  -0.059
N 0.792483 2.441450 -2.208967  0.044
H 0.427246 -0.328488 -5.454511  0.091
H 1.328282 -0.574336 -3.932085  0.073
H 2.196177 -0.446041 -5.463507  0.088
H 0.538027 3.079285 -4.918027  0.123
H -0.471428 1.692321 -5.315530  0.121
H -1.002458 2.893902 -3.153909  0.136
H -0.210469 0.021140 -2.519964  0.067
H -1.513072 0.976055 -1.837826  0.068
H -1.612056 0.438433 -3.512980  0.082
H 1.176599 3.352340 -2.444194  0.077
H 1.565121 1.798715 -2.367964  0.071

Atomic forces in eV per Å
C -0.07 -0.31 0.61
C -0.61 0.37 -0.68
B 0.62 -0.25 0.36
O -0.31 0.26 0.21
O -0.33 -0.04 -0.53
C 0.11 -2.92 -0.23
O -0.39 2.53 0.63
O 0.70 -0.31 -0.25
C -0.10 0.79 0.45
F -0.40 -0.18 -0.11
C -0.22 0.19 -0.51
C 0.43 0.03 0.02
H 0.34 0.31 -0.07
H -0.22 0.34 -0.12
H 0.15 -0.09 -0.41
H 0.22 -0.35 0.20
H 0.10 -0.05 0.53
H -0.10 0.05 -0.71
H 0.21 -0.28 -0.19
H -0.02 -0.05 0.44
H 0.35 -0.14 0.22
H 0.23 0.29 -0.14
H -0.42 0.09 0.23
H -0.30 -0.09 -0.22
C 0.07 -0.05 0.15
O 0.04 0.04 -0.12
C -0.13 0.02 0.14
C 0.17 -0.13 -0.12
C -0.09 0.01 -0.08
N 0.00 0.15 0.09
H -0.03 -0.02 -0.03
H -0.03 0.03 -0.11
H -0.01 0.02 0.02
H 0.02 -0.04 0.05
H 0.02 -0.03 -0.06
H 0.00 0.08 0.07
H 0.04 0.02 0.03
H 0.00 -0.03 0.04
H 0.02 0.01 0.00
H -0.12 -0.04 -0.01
H 0.03 -0.07 -0.04
C -0.14 0.08 -0.04
O 0.06 -0.07 -0.07
C -0.04 0.02 0.24
C 0.01 0.02 -0.28
C 0.02 -0.12 0.06
N -0.11 -0.09 0.12
H 0.05 0.01 0.01
H 0.09 -0.06 0.00
H -0.03 0.00 0.03
H -0.04 0.02 -0.03
H 0.07 0.02 -0.05
H -0.05 -0.03 0.04
H -0.07 -0.01 -0.01
H 0.02 0.08 0.03
H -0.01 -0.01 -0.02
H 0.06 0.06 0.05
H 0.05 0.04 -0.07
C 0.16 0.03 0.03
O -0.04 -0.10 -0.01
C 0.01 0.23 -0.05
C -0.06 -0.28 0.14
C -0.12 0.01 0.07
N 0.17 0.03 0.03
H -0.04 0.00 0.03
H -0.09 -0.05 -0.03
H 0.01 0.04 -0.02
H 0.05 -0.01 0.00
H -0.04 -0.07 0.06
H 0.01 0.04 -0.05
H 0.05 0.01 -0.04
H 0.02 0.03 0.02
H 0.01 -0.01 -0.01
H -0.04 0.04 0.09
H 0.03 -0.03 0.00

## Properties
Frontier orbital gap, eV: 9.280
HOMO, eV: -8.9
Total energy, eV: -41593.294
SMILES string: CCB(O)OC(=O)O[C@@H](F)CC.COC[C@@H](C)N.COC[C@@H](C)N.COC[C@@H](C)N


- Which formula does entry 2 have?
  C18H45BFN3O7


- Which of these has the lowest total energy?
  C18H45BCl4F4N2O10